[1]
67
Properties=species:S:1:pos:R:3 method="wB97M-V/def2-TZVPD" orbital_gap_ev=4.203 e_lumo_ev=-2.93 homo_energy_ev=-7.132 de_lowest_kj_mol=351.97 fmax_ev_per_a=3.9
C -2.3102 3.8185 1.6675
N -1.9467 2.4291 1.8595
C -2.9274 1.4972 2.1126
O -4.1166 1.7139 2.2032
C -2.2410 0.1531 2.2443
C -2.7789 -0.8565 1.2311
C -4.2523 -1.0942 1.3567
C -5.1218 -0.7169 0.3429
C -6.4788 -0.9275 0.4685
C -6.9846 -1.5123 1.6092
C -6.1320 -1.8703 2.6323
C -4.7745 -1.6627 2.5075
N -0.7814 0.4009 2.0694
C 0.1468 -0.5952 2.1494
C 1.4970 -0.3708 2.0020
C 2.5093 -1.3092 2.0332
C 3.8858 -0.9899 1.8857
C 4.8593 -2.0063 1.9478
C 6.1890 -1.7180 1.7864
C 6.6157 -0.4063 1.5558
C 7.9641 -0.0989 1.3932
N 9.0889 0.1752 1.2633
C 5.6604 0.6105 1.4975
C 4.3305 0.3307 1.6607
C -0.5575 1.8759 1.8213
C 0.0450 2.1167 0.4398
C 0.2611 2.5024 2.9457
H -3.3939 3.9121 1.7337
H -1.8596 4.4330 2.4437
H -1.9874 4.1661 0.6878
H -2.3888 -0.2164 3.2685
H -2.5505 -0.4979 0.2232
H -2.2457 -1.8051 1.3402
H -4.7331 -0.2329 -0.5371
H -7.1465 -0.6186 -0.3189
H -8.0454 -1.6777 1.7068
H -6.5292 -2.2970 3.5374
H -4.1108 -1.9207 3.3162
H -0.2045 -1.5915 2.3553
H 1.7849 0.6451 1.8370
H 2.2493 -2.3460 2.1310
H 4.5460 -3.0209 2.1273
H 6.9263 -2.5021 1.8323
H 5.9867 1.6220 1.3186
H 3.6244 1.1386 1.6092
H -0.6230 1.7302 -0.3277
H 0.1857 3.1801 0.2533
H 1.0098 1.6302 0.3173
H -0.2639 2.3828 3.8910
H 1.2441 2.0503 3.0502
H 0.4048 3.5673 2.7755
O -0.7913 -3.1070 6.4667
C -0.5936 -2.2503 5.6069
C 0.8017 -1.6444 5.5818
C 1.2646 -1.2029 6.9801
C 2.7663 -1.5612 7.0704
C 3.0726 -2.4190 5.8290
N 1.7894 -2.6490 5.1359
O -1.3924 -1.8249 4.7741
H 0.8031 -0.7900 4.8884
H 1.0757 -0.1355 7.1495
H 0.6826 -1.7648 7.7210
H 3.3894 -0.6586 7.0862
H 2.9836 -2.1121 7.9932
H 3.7913 -1.9214 5.1654
H 3.4976 -3.3942 6.0886
H 1.8870 -2.6164 4.1207

[2]
7
Properties=species:S:1:pos:R:3 method="wB97M-V/def2-TZVPD" orbital_gap_ev="8.743 / 6.982" e_lumo_ev="-0.98 / -0.80" homo_energy_ev="-9.718 / -7.781" de_lowest_kj_mol=369.87 fmax_ev_per_a=3.0
Si -1.8397 0.0565 0.0048
P -0.3034 0.0707 1.5959
Cl -2.8569 1.7342 0.1105
Cl -2.9878 -1.5718 -0.0417
H 0.2288 -0.4448 -1.8252
H 0.6319 0.6289 0.7521
H 0.0749 -1.2831 1.2338

[3]
55
Properties=species:S:1:pos:R:3 method="wB97M-V/def2-TZVPD" orbital_gap_ev=9.046 e_lumo_ev=0.70 smiles="COc1cccc(CN2CCNC(=O)[C@H]2CC(=O)NCCCn2ccnc2)c1" homo_energy_ev=-8.341 de_lowest_kj_mol=214.94 fmax_ev_per_a=0.8
C -1.8347 3.2967 0.7317
H -1.0576 3.1015 -0.0141
O -1.3309 4.0115 1.8362
C -0.3575 3.4379 2.5953
C 0.1024 4.1882 3.6775
C 1.0926 3.6804 4.4919
C 1.6408 2.4336 4.2397
C 1.1885 1.6732 3.1707
C 0.1860 2.1819 2.3533
H -0.1741 1.6008 1.5221
C 1.7915 0.3026 2.9266
N 1.9174 -0.1258 1.5493
C 2.6937 0.7902 0.7398
C 2.6276 0.3815 -0.7255
N 1.2479 0.4323 -1.1399
C 0.2642 -0.0134 -0.3493
O -0.9163 0.0539 -0.6581
C 0.7224 -0.6838 0.9405
C 0.9498 -2.1847 0.5963
C -0.3996 -2.8414 0.3643
O -1.1068 -3.2120 1.2771
N -0.7412 -2.9851 -0.9379
C -2.0710 -3.3984 -1.3242
C -2.9241 -2.2403 -1.8576
H -2.6752 -1.3405 -1.2916
H -3.9772 -2.4720 -1.6970
C -2.7250 -1.9660 -3.3534
N -1.4149 -1.4476 -3.6417
C -1.0084 -0.1698 -3.5068
N 0.2717 -0.0322 -3.7409
C 0.7255 -1.2790 -4.0426
C -0.3056 -2.1710 -3.9833
H -0.3453 -3.2247 -4.1715
H 1.7559 -1.4488 -4.2839
H -1.6662 0.6281 -3.2298
H -2.8672 -2.8864 -3.9280
H -3.4635 -1.2303 -3.6847
H -2.5259 -3.8006 -0.4160
H -2.0004 -4.1995 -2.0684
H -0.1677 -2.5562 -1.6486
H 1.4219 -2.6506 1.4613
H 1.6001 -2.2937 -0.2714
H -0.1114 -0.6604 1.6506
H 1.0074 0.6928 -2.0967
H 3.2050 1.0748 -1.3388
H 3.0454 -0.6255 -0.8510
H 3.7293 0.7592 1.0950
H 2.3351 1.8299 0.8279
H 2.7976 0.2864 3.3612
H 1.1976 -0.4494 3.4552
H 2.4206 2.0470 4.8793
H 1.4463 4.2632 5.3294
H -0.3312 5.1592 3.8551
H -2.2858 2.3464 1.0320
H -2.5997 3.9359 0.2938

[4]
11
Properties=species:S:1:pos:R:3 method="wB97M-V/def2-TZVPD" orbital_gap_ev=8.408 e_lumo_ev=-0.90 homo_energy_ev=-9.310 de_lowest_kj_mol=442.53 fmax_ev_per_a=0.5
C 1.0806 0.1777 -1.4745
C 0.2200 0.1562 -0.2495
N -0.7159 1.0742 -0.0945
O -1.4209 0.8355 0.9993
C -0.9074 -0.4060 1.5520
C 0.2650 -0.8257 0.8066
H 0.8574 1.0472 -2.0980
H 2.1408 0.1830 -1.2073
H 0.8948 -0.7297 -2.0587
H -0.8949 -0.3286 2.6406
H -1.6306 -1.1900 1.2596

[5]
35
Properties=species:S:1:pos:R:3 method="wB97M-V/def2-TZVPD" orbital_gap_ev=7.664 e_lumo_ev=-4.19 homo_energy_ev=-11.849 de_lowest_kj_mol=0.00 charge=+1 fmax_ev_per_a=3.4
C 2.0369 -5.7656 -3.1304
B 1.5141 -5.2514 -1.7772
O 1.8235 -5.7814 -0.5756
P 0.2895 -3.6757 -1.8136
C 1.1534 -2.0766 -1.8981
C 1.3610 -1.4731 -0.5023
C 1.9804 -0.0662 -0.5536
O 2.5870 -1.4435 0.0084
H 2.5473 -5.0132 -3.7259
H 1.1808 -6.1025 -3.7188
H 2.6681 -6.6299 -2.9764
H 1.1748 -6.4048 -0.2262
H -0.5793 -3.7094 -0.7232
H -0.5004 -3.8044 -2.9513
H 2.1492 -2.2176 -2.2991
H 0.5570 -1.3803 -2.4726
H 0.5806 -1.6210 0.2330
H 1.2246 0.2654 0.2086
H 2.7518 0.5563 -0.1106
Br -0.9413 1.3116 1.2453
C -0.2944 3.0065 0.5203
C -1.0296 3.3755 -0.7370
Br -0.4507 2.2758 -2.2354
H 0.7725 2.8898 0.3622
H -0.4625 3.7467 1.2998
H -0.8077 4.4024 -1.0153
H -2.1025 3.2474 -0.6456
Br -3.7264 5.5913 2.0447
C -2.9662 4.2465 3.2244
C -2.4353 4.8362 4.5009
Br -0.7615 5.7765 4.1960
H -2.1938 3.7474 2.6539
H -3.7738 3.5476 3.4276
H -2.2044 4.0487 5.2138
H -3.1228 5.5449 4.9491

[6]
5
Properties=species:S:1:pos:R:3 method="wB97M-V/def2-TZVPD" multiplicity=2 orbital_gap_ev="11.394 / 8.444" e_lumo_ev="-5.47 / -8.17" s_squared=0.76 homo_energy_ev="-16.860 / -16.614" charge=+1 fmax_ev_per_a=2.0
Tl -2.9721 -1.0364 -0.3681
N 0.7185 0.2952 0.1267
O -0.4386 0.4964 -0.0944
O 1.6245 1.0011 -0.3448
O 1.0677 -0.7564 0.6806